C3H9N3O3 | ωB97M-V/def2-TZVPD

For the relative energy (zero: lowest compared OMol25 entry of this formula, charge and spin), the calculation gives 155.2 kcal per mole. As for the SMILES: CN(CCO)N(O)N=O. The value obtained for the frontier orbital gap is 10.3 eV. Its charge is 0. The value obtained for the highest occupied orbital energy is -9.6864 eV. The calculation puts the total energy at -509.504562 Eh. For the LUMO energy, the calculation gives 0.023 hartree. Its spin multiplicity is 1.

```
18
C3H9N3O3, DFT ωB97M-V/def2-TZVPD
C 1.74 -0.62 0.16
N 0.43 -0.55 -0.61
C -0.72 -1.17 0.01
C -1.35 -0.42 1.10
O -0.48 -0.01 2.23
N 0.13 0.66 -1.17
O 0.28 0.90 -2.50
N -0.04 1.75 -0.41
O -0.11 2.82 -1.03
H 2.40 0.00 -0.45
H 1.68 -0.35 1.25
H 1.97 -1.70 0.04
H -0.37 -2.11 0.49
H -1.46 -1.42 -0.75
H -1.86 0.44 0.65
H -2.18 -1.05 1.49
H -0.25 0.96 2.01
H 0.20 1.88 -2.48
```

natural (NBO) population analysis, charges in e, atoms 1 to 4: number 1, C, carries -0.423; number 2, N, carries -0.272; number 3, C, carries -0.248; number 4, C, carries -0.096